# 1
Below is a cluster of 2 separate species, C2H4Si in total in a non-equilibrium geometry, with properties calculated with the ωB97M-V functional and the def2-TZVPD basis.

Calculated values
Energy above the lowest of the compared OMol25 structures with the same formula, charge and spin, kJ/mol: 271.9
HOMO-LUMO gap, eV: 7.9
Total charge: 0

Each line ends with the natural charge from an NBO analysis.
Atoms and positions in Å:
C 1.3401 -0.3587 0.0060  -0.25
C 2.0792 0.5199 0.4370  -0.18
Si -1.8641 -0.0576 0.2591  0.57
H 0.9500 -1.2466 -0.1897  0.21
H 2.5983 1.3499 0.7503  0.22
H -2.4370 -1.1345 -0.5472  -0.30
H -2.6665 0.9276 -0.7155  -0.27

=====

# 2
Below is a cluster of 12 separate species, C2H25O13 in total in a non-equilibrium geometry, with properties calculated with the ωB97M-V functional and the def2-TZVPD basis.

Calculated values
Energy above the lowest of the compared OMol25 structures with the same formula, charge and spin, kJ/mol: 64.8
HOMO-LUMO gap, eV: 9.7
Total charge: -1

Each line ends with the natural charge from an NBO analysis.
Atoms and positions in Å:
O 0.6306 2.4472 0.2862  -0.75
C -0.3956 1.9159 -0.1700  0.78
O -0.4305 0.6732 -0.4934  -0.86
C -1.6287 2.7437 -0.4103  -0.73
H -1.8378 2.9249 -1.4624  0.23
H -2.4900 2.3072 0.0951  0.24
H -1.4643 3.7308 0.0244  0.22
H 1.9235 -2.9210 1.5820  0.46
H 2.2762 -2.0045 0.3522  0.50
O 1.8441 -2.8372 0.6280  -0.96
H 1.9244 -0.1719 -2.3050  0.49
H 3.0127 -1.1122 -1.8255  0.47
O 2.3908 -0.9830 -2.5472  -0.97
H -2.9352 -2.1564 -0.6207  0.48
H -1.6968 -2.9792 -0.2233  0.50
O -2.4679 -2.5258 0.1310  -0.97
H -0.9531 -2.2114 2.9708  0.47
H -2.1394 -2.4840 1.9720  0.51
O -1.7145 -2.7645 2.7995  -1.00
H -1.2574 0.3554 2.1594  0.48
H -2.2338 -0.1980 3.0678  0.47
O -1.9914 0.6719 2.7183  -0.97
H 1.2754 1.9680 -1.5710  0.51
H 2.6096 2.0667 -2.5442  0.49
O 1.6752 1.9011 -2.4465  -1.00
H 2.2669 0.7165 0.6785  0.50
H 1.4678 0.1436 -0.4070  0.50
O 2.2683 -0.0687 0.1078  -1.02
H 0.1328 1.2732 -3.5868  0.49
H -1.3425 1.2782 -3.2072  0.47
O -0.7352 1.5735 -3.8987  -0.97
H -0.6145 -1.3162 -1.1883  0.50
H -0.0054 -2.0187 -2.4100  0.48
O -0.8417 -1.8580 -1.9585  -0.99
H -0.2920 -0.2019 0.7775  0.50
H 0.6090 -1.4488 1.4643  0.49
O -0.2056 -0.9359 1.4516  -1.06
H 1.1748 2.3098 3.4336  0.48
H 0.8114 0.8152 3.0216  0.49
O 1.3797 1.3812 3.5544  -0.97

=====

# 3
Below is a structure of composition C9H6N2O5Yb in a non-equilibrium geometry, with properties calculated with the ωB97M-V functional and the def2-TZVPD basis.

Calculated values
HOMO-LUMO gap (alpha / beta), eV: 8.7 / 4.7
Total charge: +3
Spin multiplicity: 2

Each line ends with the natural charge from an NBO analysis.
Atoms and positions in Å:
O -1.0190 -4.1748 3.0879  -0.42
C -0.8276 -3.2449 2.4273  0.43
Yb -0.2072 0.8756 -0.3362  1.32
O 2.0519 -1.8126 -0.3828  -0.29
C 1.2469 -0.9864 -0.2929  0.41
C 1.7127 1.3190 -1.9146  0.43
O 2.6135 1.5263 -2.6532  -0.27
C 1.2874 0.8917 1.7581  0.44
O 1.9685 1.1668 2.6360  -0.28
C -1.0927 -1.1172 -1.7062  0.44
O -1.5575 -1.8081 -2.4987  -0.28
C -3.3577 0.9603 1.8650  -0.70
C -3.0843 2.0972 0.9468  0.62
N -2.0316 2.1258 0.1481  -0.67
C -2.0665 3.3379 -0.5906  0.13
C -3.2058 4.0422 -0.1986  0.21
N -3.8184 3.2113 0.7747  -0.49
H -3.3832 1.2749 2.8999  0.32
H -4.3320 0.5324 1.6790  0.32
H -2.6071 0.1787 1.7536  0.25
H -1.2652 3.5453 -1.3119  0.27
H -3.5285 5.0362 -0.5955  0.33
H -4.6788 3.4590 1.2534  0.50

=====

# 4
Below is a structure of composition C40H55BF8N2O2PbSe in a non-equilibrium geometry, with properties calculated with the ωB97M-V functional and the def2-TZVPD basis.

Calculated values
Energy above the lowest of the compared OMol25 structures with the same formula, charge and spin, kJ/mol: 125.7
HOMO-LUMO gap (alpha / beta), eV: 3.3 / 3.2
Total charge: 0

Each line ends with the Mulliken charge.
Atoms and positions in Å:
Pb 6.4935 13.7316 14.2491  1.58
C 13.3976 17.3379 16.0752  -2.13
C 12.2779 17.8965 16.9676  2.18
C 12.5737 17.4835 18.4443  -1.45
C 12.1831 19.4091 16.9167  -1.69
C 10.9000 17.3276 16.6353  -0.45
C 10.8027 16.4576 15.5247  -0.52
C 9.6197 15.8723 15.2093  -1.28
Se 9.3694 15.1100 13.5246  0.24
C 10.1773 13.3868 13.8072  0.20
C 11.4492 13.2990 14.2858  -0.04
C 12.0837 12.0766 14.3504  -0.48
C 11.4441 10.9674 13.8012  -0.34
C 10.2329 11.0344 13.1027  -0.20
C 9.4258 12.2468 13.3561  0.92
O 8.1602 12.3392 13.1082  -0.85
C 9.6491 9.9127 12.2943  1.88
C 8.7865 9.0947 13.2551  -1.35
C 8.7660 10.3828 11.1061  -1.78
C 10.7913 9.0731 11.5650  -1.75
C 13.4387 11.9778 15.1271  2.07
C 14.2719 10.8498 14.4488  -1.68
C 13.0845 11.6038 16.5115  -1.77
C 14.2618 13.3011 15.0776  -1.39
C 8.4079 16.2268 15.9122  1.20
O 7.2591 15.8886 15.4370  -0.31
C 8.5693 17.0442 17.0987  0.00
C 9.7355 17.6897 17.3168  -0.46
C 7.3091 17.3197 17.9860  2.33
C 6.1763 17.9194 17.1638  -1.65
C 7.5901 18.2154 19.1490  -2.24
C 6.7593 15.9968 18.5442  -1.54
H 14.3601 17.7915 16.4612  0.50
H 13.4684 16.2392 16.2199  0.40
H 13.4178 17.5483 14.9886  0.29
H 13.6441 17.6863 18.6747  0.43
H 11.9959 18.0898 19.2316  0.32
H 12.3871 16.4174 18.6947  0.30
H 13.2347 19.7289 17.0328  0.44
H 11.6950 19.9040 16.0450  0.26
H 11.6585 19.7750 17.7946  0.43
H 11.6662 16.2912 14.8656  0.76
H 11.9756 14.1810 14.6452  -0.22
H 11.9220 9.9794 13.8942  0.32
H 7.8629 9.6236 13.4527  0.14
H 8.5612 8.1233 12.7402  0.52
H 9.4034 8.8199 14.1560  0.17
H 7.9567 11.0532 11.2564  0.11
H 9.4203 10.9312 10.4184  0.41
H 8.3917 9.5090 10.5968  0.51
H 11.4561 8.5332 12.2462  0.33
H 10.2990 8.3860 10.8958  0.48
H 11.4739 9.8100 11.1165  0.42
H 14.0440 9.8542 14.8955  0.37
H 14.2147 10.6347 13.3730  0.32
H 15.3453 11.0966 14.7058  0.37
H 12.4315 10.7076 16.5858  0.37
H 13.9525 11.4828 17.1947  0.43
H 12.5184 12.4247 16.9275  0.37
H 14.6802 13.7303 14.1347  0.27
H 13.6866 14.0470 15.5851  0.11
H 15.1513 13.0650 15.7328  0.51
H 9.8472 18.5118 18.0212  0.40
H 6.4835 18.8802 16.7682  0.33
H 5.9260 17.2983 16.2984  0.04
H 5.3114 18.0025 17.7891  0.57
H 7.9103 19.2345 18.7893  0.30
H 6.6939 18.3092 19.7623  0.45
H 8.4038 17.6672 19.7116  0.42
H 6.7127 15.2996 17.7080  0.13
H 7.4057 15.5593 19.2858  0.42
H 5.7376 16.0534 18.9152  0.44
C 3.3880 12.9622 16.3118  -1.29
C 3.1612 13.3181 14.8218  -0.41
N 3.9285 12.5569 13.7913  0.74
C 3.7739 11.0888 13.7703  -0.55
C 4.0701 10.3756 15.1021  -0.70
C 3.6006 13.0716 12.4359  -1.22
C 4.0332 14.4698 12.0348  -0.84
N 5.1708 15.0540 12.7060  0.07
C 5.7436 15.9610 11.8542  -0.23
C 5.8900 17.3302 12.1433  0.20
F 5.3556 17.7453 13.3332  -0.33
C 6.5589 18.1761 11.2563  0.32
F 6.4722 19.5651 11.3353  -0.33
C 7.1914 17.7075 10.1454  -0.53
C 7.1673 16.3115 9.8476  0.22
F 7.9295 15.8495 8.8582  -0.32
C 6.3905 15.4889 10.6396  0.47
F 6.3433 14.1688 10.3405  -0.36
H 2.6866 12.2113 16.6637  0.39
H 4.3824 12.6518 16.6110  0.24
H 3.1052 13.8643 16.8855  0.36
H 2.1105 13.2051 14.6010  0.47
H 3.4234 14.4233 14.6948  0.19
H 2.7652 10.8926 13.3911  0.30
H 4.4346 10.8037 12.9275  0.37
H 3.1813 10.2471 15.6704  0.34
H 4.3681 9.2965 14.8083  0.36
H 4.9337 10.8635 15.5287  -0.10
H 4.2002 12.3181 11.8150  0.43
H 2.5218 12.9229 12.0797  0.25
H 4.3001 14.3547 10.9713  0.47
H 3.1782 15.1691 12.0865  0.28
H 7.7169 18.3824 9.4877  0.46
F 6.7259 11.6799 16.2545  -0.35
B 8.0762 11.8713 16.7170  -0.10
F 8.1533 11.7459 18.0488  -0.29
F 8.9348 10.8685 16.0916  -0.32
F 8.5122 13.1462 16.2529  0.14

=====

no.,electronic energy (eV)
1,-10011.0474
2,-29101.2564
3,-54144.8860
4,-142458.6589